The following is a DFT calculation (ωB97M-V/def2-TZVPD) of a molecular structure, C26H72CaF6N12O10P4S2 at a distorted geometry.

Atoms and positions in Å:
Ca1 -0.05 -0.04 -0.15
S1 -2.23 2.66 0.91
S2 2.05 -2.24 -2.21
P1 0.47 -1.76 3.11
P2 -3.04 -2.10 -0.95
P3 3.11 1.90 1.07
P4 -0.62 1.88 -3.31
F1 -3.45 1.30 2.95
F2 2.66 -4.84 -1.80
F3 -2.42 3.13 3.54
F4 1.70 -3.72 -0.15
F5 -4.30 3.35 2.59
F6 0.45 -4.27 -1.95
O1 -1.21 1.57 0.94
O2 -0.65 1.03 -2.08
O3 3.50 -2.07 -2.11
O4 1.30 -1.26 -1.42
O5 -1.62 3.98 0.76
O6 0.09 -1.25 1.75
O7 2.04 0.93 0.79
O8 -3.13 2.37 -0.15
O9 -2.02 -1.15 -0.50
O10 1.59 -2.39 -3.58
N1 -2.58 -3.74 -0.70
N2 4.21 1.64 2.46
N3 -4.55 -1.95 -0.17
N4 4.24 2.05 -0.25
N5 1.23 -0.56 4.12
N6 -3.40 -1.98 -2.63
N7 -1.09 1.13 -4.77
N8 1.52 -3.13 3.10
N9 -1.78 3.17 -3.22
N10 -0.86 -2.17 4.15
N11 0.87 2.61 -3.70
N12 2.46 3.48 1.36
C1 -1.48 1.74 -6.01
C2 1.92 4.27 0.18
C3 -3.91 -0.78 -3.19
C4 -2.62 -2.80 -3.56
C5 1.03 -4.50 2.87
C6 -3.15 2.89 -3.50
C7 -4.68 -1.19 1.10
C8 -5.72 -2.77 -0.41
C9 1.71 3.80 2.57
C10 5.05 2.67 3.04
C11 4.42 0.90 -1.12
C12 -3.35 -4.93 -1.11
C13 5.36 2.93 -0.44
C14 -1.51 4.38 -2.41
C15 -0.62 -0.29 -4.89
C16 2.11 1.94 -3.34
C17 1.67 -3.95 -1.52
C18 -3.18 2.58 2.64
C19 -0.60 -2.73 5.45
C20 0.95 0.81 3.88
C21 2.94 -2.95 2.88
C22 4.59 0.28 2.66
C23 -1.61 -3.99 0.39
C24 1.08 3.94 -4.32
C25 -2.23 -1.92 3.86
C26 1.87 -0.83 5.42
H1 -3.39 0.06 -2.74
H2 -1.89 0.94 -6.64
H3 3.71 -0.29 2.36
H4 2.44 2.26 -2.34
H5 0.09 0.99 4.53
H6 3.46 0.39 -1.23
H7 -2.43 4.65 -1.89
H8 5.40 -0.03 2.00
H9 0.28 -0.31 -5.50
H10 -5.73 -0.99 1.33
H11 -4.22 -4.77 -1.74
H12 4.89 0.23 3.70
H13 3.25 -2.21 3.62
H14 -4.94 -0.55 -2.93
H15 0.63 1.01 2.85
H16 0.62 3.71 2.50
H17 2.92 2.23 -4.00
H18 1.33 -4.86 1.88
H19 -2.72 -5.54 -1.76
H20 -1.20 -5.00 0.30
H21 -5.84 -3.15 -1.42
H22 -1.29 5.28 -2.99
H23 1.64 3.76 -5.24
H24 1.28 3.62 -0.42
H25 -3.65 2.65 -2.56
H26 -5.77 -3.69 0.17
H27 5.16 3.89 0.04
H28 -2.37 -1.73 2.79
H29 -3.64 3.62 -4.13
H30 1.66 4.64 -3.71
H31 5.77 3.05 -1.45
H32 5.19 0.26 -0.69
H33 -0.72 4.20 -1.68
H34 -1.55 -2.61 -3.40
H35 -3.54 -5.44 -0.16
H36 5.16 2.48 4.11
H37 -4.42 -1.72 2.01
H38 2.00 4.80 2.87
H39 1.74 1.49 4.20
H40 1.34 5.09 0.61
H41 4.73 1.20 -2.12
H42 2.78 -0.27 5.64
H43 3.16 -2.48 1.93
H44 -0.79 -3.28 0.33
H45 -0.58 2.10 -6.50
H46 0.39 -3.18 5.39
H47 2.07 3.11 3.34
H48 -1.43 -3.39 5.73
H49 -0.66 -1.91 6.16
H50 2.06 0.87 -3.49
H51 4.55 3.63 2.90
H52 2.70 4.65 -0.48
H53 1.53 -5.13 3.59
H54 -2.04 -3.91 1.39
H55 0.15 4.42 -4.63
H56 -3.27 1.92 -3.98
H57 6.08 2.68 2.70
H58 -3.80 -0.63 -4.26
H59 -1.30 -1.03 -5.31
H60 -4.20 -0.22 0.97
H61 3.42 -3.92 3.02
H62 -2.96 -2.69 4.08
H63 6.20 2.59 0.15
H64 1.19 -0.50 6.19
H65 -2.85 -2.54 -4.60
H66 -0.28 -0.62 -3.91
H67 -2.75 -3.84 -3.27
H68 -2.45 -0.97 4.34
H69 2.07 -1.88 5.63
H70 -0.05 -4.61 2.96
H71 -2.15 2.59 -5.90
H72 -6.62 -2.20 -0.17

Properties
LUMO: 0.50 eV
orbital gap: 8.69 eV
energy above the lowest of the compared OMol25 structures with the same formula, charge and spin: 105.07 kcal per mole
largest force on an atom: 4.6 eV/Å
electronic energy: -5882.283387 Ha